Entry 1:
The following is a DFT calculation (ωB97M-V with the def2-TZVPD basis set) of a structure of composition C55H55AsNO2S2Se4Si2Y.

```
123
Properties=species:S:1:pos:R:3
C 3.329 3.207 -1.805
H 3.635 5.030 -0.708
C -4.335 -0.089 -0.665
H 0.437 -4.147 1.130
H 2.190 5.716 2.550
H -2.074 2.126 -4.670
Se 3.034 0.425 2.970
H -2.475 5.761 -2.249
H -5.393 -0.177 -0.387
H 1.244 5.551 -0.242
C 2.996 -2.030 -5.440
H 5.923 -3.272 -4.280
Se 1.366 1.918 3.868
H 5.418 -0.667 0.407
Y -0.303 0.281 0.283
C -4.752 -0.910 3.026
H -5.247 1.727 1.601
C 5.381 3.630 1.971
C -2.161 4.825 -1.800
H 4.548 -3.594 -2.270
C -1.578 2.490 -2.015
C 1.545 4.547 -0.557
C 4.377 -4.853 0.956
C -1.549 1.209 -2.765
C -1.896 1.205 -4.126
C -1.876 -1.181 -4.108
H 3.173 2.497 -0.997
H -3.127 -2.977 -0.922
H -4.463 -3.769 4.811
H 1.561 3.052 -3.083
H 4.360 6.498 3.459
C 6.260 -0.034 -2.828
C 4.075 0.025 -1.095
As 1.536 -3.002 -1.621
C 6.410 -0.398 -1.494
H -1.466 -6.023 -4.514
C 4.104 -3.154 -3.155
H -2.602 -4.074 3.246
H 6.266 3.019 1.840
H 4.091 2.256 0.918
H 3.218 0.031 -0.424
C -0.679 -5.959 -3.772
C -5.043 -1.869 3.986
H 4.878 0.605 -4.348
C -1.961 3.713 -2.591
H 1.186 -1.875 -4.305
C -1.999 4.711 -0.426
H -4.019 -1.015 -1.147
C 3.112 -6.554 -0.191
C -2.896 -2.218 2.197
Si -1.454 -2.486 0.942
C -2.389 -3.562 -0.369
C 4.880 -2.975 -4.294
S 1.452 3.519 0.960
C -4.162 1.873 1.521
C 5.323 -0.373 -0.632
H -0.995 -4.797 1.934
C 2.857 4.582 -1.330
N -1.321 2.428 -0.694
O 1.551 2.109 0.465
C 4.104 -6.193 0.710
H 4.939 -2.283 -6.326
H -4.241 0.708 -1.414
C 4.311 5.584 2.881
Si -3.237 0.316 0.857
H 6.400 5.140 3.100
Se 1.899 -1.169 1.714
H -0.490 -8.087 -3.565
C -1.573 3.496 0.073
H 1.286 -7.952 -1.863
H -5.363 -0.012 2.991
C 0.867 -7.044 -2.277
H 0.726 4.140 -1.157
C -1.284 0.024 -2.042
H 4.401 3.226 -2.012
C 2.223 -2.200 -4.301
H 7.381 -0.715 -1.130
H 2.555 -1.583 -6.323
C 2.397 -5.565 -0.860
C 2.766 -2.773 -3.151
C 3.042 3.976 1.633
C -0.413 -3.880 1.770
S 2.313 0.872 -2.994
H 7.106 -0.073 -3.503
H -1.346 -2.109 -2.271
C -1.478 -1.157 -2.779
C 2.588 2.677 -3.023
C -2.055 0.012 -4.804
H -2.138 3.775 -3.654
C 2.682 -4.216 -0.615
C -3.690 -1.053 2.126
H -3.778 2.179 2.499
H -2.918 -4.376 0.144
H 3.831 -2.815 0.536
C 4.171 3.199 1.439
H 5.134 -4.578 1.681
H -0.683 -3.813 -3.745
C -0.131 -7.119 -3.237
H -4.004 2.708 0.827
C 3.099 5.156 2.364
C 0.760 -4.634 -2.384
H 2.719 5.255 -2.186
H 0.010 -3.549 2.722
H 2.892 -7.601 -0.362
H -5.865 -1.721 4.681
C 1.321 -5.799 -1.850
C -0.238 -4.715 -3.343
C -3.209 -3.176 3.168
H 3.085 2.917 -3.967
C 4.330 -2.418 -5.440
H -1.711 -4.018 -1.098
C 5.455 4.817 2.682
H -2.343 0.008 -5.849
H -2.195 5.532 0.251
C 3.660 -3.860 0.302
H -2.055 -2.126 -4.615
H 4.656 -6.963 1.237
C -4.261 -3.012 4.059
C 3.944 0.389 -2.423
C 5.016 0.355 -3.302
Se -0.705 1.381 2.897
O 1.384 0.655 -1.855
H -1.430 3.335 1.137
```

Output
energy relative to the best compared isomer or geometry (same formula, charge and spin) = 0.599 eV
spin multiplicity = 1
E = -15589.419955 Ha
net charge = -2
HOMO level = -0.0178 Eh

Atomic partial charges in e from the Löwdin method, atoms 1 to 99:
1 C -0.24
2 H 0.10
3 C -0.24
4 H -0.02
5 H 0.11
6 H 0.08
7 Se -0.09
8 H 0.10
9 H 0.01
10 H 0.09
11 C -0.10
12 H 0.10
13 Se -0.09
14 H 0.11
15 Y 0.70
16 C -0.12
17 H 0.00
18 C -0.07
19 C -0.09
20 H 0.10
21 C -0.22
22 C -0.30
23 C -0.08
24 C -0.23
25 C -0.07
26 C -0.12
27 H 0.06
28 H -0.01
29 H 0.08
30 H 0.09
31 H 0.09
32 C -0.10
33 C -0.09
34 As 1.39
35 C -0.09
36 H 0.10
37 C -0.09
38 H 0.07
39 H 0.10
40 H 0.06
41 H 0.03
42 C -0.09
43 C -0.14
44 H 0.11
45 C -0.03
46 H 0.09
47 C -0.08
48 H -0.01
49 C -0.04
50 C -0.32
51 Si 0.48
52 C -0.25
53 C -0.11
54 S 0.89
55 C -0.28
56 C -0.06
57 H 0.00
58 C -0.22
59 N 0.03
60 O -0.66
61 C -0.10
62 H 0.09
63 H 0.01
64 C -0.09
65 Si 0.47
66 H 0.09
67 Se -0.03
68 H 0.09
69 C -0.22
70 H 0.10
71 H 0.07
72 C -0.04
73 H 0.07
74 C -0.18
75 H 0.12
76 C -0.14
77 H 0.10
78 H 0.10
79 C -0.20
80 C -0.36
81 C -0.43
82 C -0.30
83 S 0.98
84 H 0.10
85 H 0.03
86 C -0.16
87 C -0.30
88 C -0.12
89 H 0.09
90 C -0.35
91 C -0.32
92 H 0.00
93 H 0.01
94 H 0.03
95 C -0.13
96 H 0.10
97 H 0.08
98 C -0.10
99 H -0.01

Entry 2:
The following is a DFT calculation (ωB97M-V with the def2-TZVPD basis set) of a cluster of 9 separate species, C55H57INO2 in total in a non-equilibrium geometry.

```
116
Properties=species:S:1:pos:R:3
C -3.609 8.091 -3.659
H 0.468 3.251 -9.398
C 3.973 -0.825 4.142
H -2.493 6.284 -9.985
H -5.178 11.188 -1.974
C 5.256 -4.958 3.647
C 2.200 -10.580 0.667
H -2.369 6.867 -7.586
H 7.963 -6.994 3.541
C -4.739 10.318 -2.447
C -0.596 -1.527 2.283
H -3.241 0.577 1.163
C -3.584 -0.462 1.158
H -3.247 3.508 2.610
C -3.038 5.426 1.666
H -1.382 2.485 1.341
C -0.155 4.043 -9.002
H -2.596 7.214 0.563
H 2.493 -2.331 4.554
C -1.987 -2.157 2.357
H -3.103 -4.813 0.131
H -3.165 7.224 -4.131
H -1.077 4.473 -10.891
H -0.228 4.840 -2.668
C 2.067 5.599 -5.038
H -5.432 -5.475 -0.365
C 3.462 -1.920 4.829
H -2.989 -7.634 3.343
H 3.304 -5.526 4.316
C 1.366 4.848 -4.105
C 4.207 -2.486 5.857
H 1.623 2.177 1.118
C 1.728 6.927 -5.259
H -3.850 5.877 2.224
C 5.216 -0.305 4.478
H 4.959 -3.941 3.423
O 0.871 -3.263 1.510
C -0.087 4.370 -7.655
H 2.616 -7.031 2.125
H 3.966 -7.866 4.800
H -4.669 11.222 -4.391
C -4.453 10.338 -3.805
C 1.081 -9.839 1.024
H 3.817 -3.348 6.384
H -0.831 5.637 -6.092
H -4.673 -0.462 1.018
H 4.608 -8.347 1.505
C 1.056 1.264 1.082
N -0.372 -0.853 0.977
C -3.520 -7.164 2.526
C -3.896 8.071 -2.300
H 1.627 3.811 -3.934
C 6.008 -7.573 4.210
H 3.395 -0.384 3.338
H -5.311 -8.303 2.843
C -1.021 4.730 -9.841
H 0.090 -10.254 0.890
H -0.136 3.816 -0.305
H -2.139 -2.850 1.516
C 6.564 -5.369 3.426
H 6.035 -2.429 6.985
C -0.884 5.384 -7.143
H 2.878 5.148 -5.597
C 3.620 -8.768 1.366
C 2.500 -8.027 1.720
C -1.292 5.598 0.022
H 0.366 -7.980 1.823
H -0.821 7.210 -3.050
H -0.742 6.185 -0.704
C 5.958 -0.878 5.502
H -3.666 9.238 -5.471
C -3.587 -5.580 0.723
I -3.084 0.124 4.115
C -4.895 -5.952 0.445
C -0.952 4.271 0.243
C -1.656 3.518 1.172
H 0.587 3.834 -6.999
H -0.473 -0.792 3.083
H 4.343 -10.621 0.561
C -3.211 -1.228 2.450
C -4.462 9.184 -1.695
C 0.324 5.427 -3.391
H -6.535 -7.227 0.984
H -3.167 -0.985 0.288
C -2.334 6.177 0.734
H 5.611 0.547 3.937
C 0.692 7.507 -4.541
H 2.083 -11.574 0.254
H -1.876 -5.891 1.978
C 0.454 -2.675 2.518
H 6.296 -8.595 4.421
C -2.700 4.096 1.883
C 5.454 -1.973 6.192
H -1.204 -0.734 0.423
H 0.427 8.543 -4.713
C -4.827 -7.540 2.246
C -1.748 6.073 -7.984
H 7.289 -4.670 3.028
C 6.941 -6.675 3.712
H 2.270 7.509 -5.994
H -1.980 -2.781 3.263
C 3.470 -10.043 0.839
C -5.515 -6.935 1.204
H -4.689 9.168 -0.637
O 0.677 -2.921 3.753
H 6.932 -0.477 5.758
C 1.234 -8.563 1.549
H -4.074 -1.855 2.704
C -2.896 -6.186 1.762
C -0.010 6.757 -3.608
C 4.324 -5.852 4.152
C 0.384 0.274 1.008
C 4.699 -7.161 4.427
C -3.889 9.224 -4.411
C -1.817 5.747 -9.332
H -3.678 7.187 -1.713
```

Output
spin multiplicity = 1
E = -2632.919783 Ha
net charge = -1
HOMO level = -0.1868 Eh

Atomic partial charges in e from the Löwdin method, atoms 1 to 99:
1 C -0.10
2 H 0.10
3 C -0.08
4 H 0.10
5 H 0.10
6 C -0.08
7 C -0.11
8 H 0.09
9 H 0.09
10 C -0.10
11 C -0.27
12 H 0.04
13 C -0.17
14 H 0.08
15 C -0.10
16 H 0.07
17 C -0.10
18 H 0.09
19 H 0.07
20 C -0.23
21 H 0.10
22 H 0.10
23 H 0.10
24 H 0.09
25 C -0.11
26 H 0.10
27 C -0.08
28 H 0.10
29 H 0.11
30 C -0.09
31 C -0.11
32 H 0.02
33 C -0.10
34 H 0.10
35 C -0.11
36 H 0.10
37 O -0.04
38 C -0.09
39 H 0.10
40 H 0.10
41 H 0.10
42 C -0.10
43 C -0.10
44 H 0.10
45 H 0.08
46 H 0.07
47 H 0.10
48 C 0.07
49 N 0.04
50 C -0.09
51 C -0.09
52 H 0.11
53 C -0.12
54 H 0.10
55 H 0.10
56 C -0.10
57 H 0.10
58 H 0.09
59 H 0.12
60 C -0.09
61 H 0.09
62 C -0.08
63 H 0.10
64 C -0.09
65 C -0.08
66 C -0.10
67 H 0.10
68 H 0.08
69 H 0.08
70 C -0.12
71 H 0.10
72 C -0.10
73 I 0.81
74 C -0.10
75 C -0.09
76 C -0.08
77 H 0.10
78 H 0.09
79 H 0.09
80 C -0.75
81 C -0.09
82 C -0.09
83 H 0.09
84 H 0.07
85 C -0.11
86 H 0.09
87 C -0.10
88 H 0.09
89 H 0.11
90 C -0.68
91 H 0.09
92 C -0.09
93 C -0.11
94 H 0.09
95 H 0.10
96 C -0.11
97 C -0.09
98 H 0.10
99 C -0.11